{"formula": "C3H2ClNO2", "method": "the ωB97M-V functional and the def2-TZVPD basis", "e_homo_ev": -9.555, "gap_ev": 8.882, "charge": 0, "e_lumo_ev": -0.7, "elements": ["C", "C", "C", "H", "H", "N", "O", "O", "Cl"], "coordinates": [[-0.0144, 0.4065, 0.0477], [1.0863, -0.3936, -0.1557], [-1.1517, -0.3172, 0.0965], [1.0272, 1.9897, 0.6584], [2.0901, -0.1799, -0.0192], [0.6716, -1.6045, -0.1381], [0.0040, 1.8215, -0.2664], [-0.8056, -1.6225, -0.1181], [-2.9077, -0.1001, -0.1052]], "lowdin_charge": [-0.390, -0.107, -0.600, 0.314, 0.115, 0.118, -0.081, -0.063, 0.693]}

***

{"formula": "C26H35NiO5S", "method": "the ωB97M-V functional and the def2-TZVPD basis", "s_squared": 2.04, "e_homo_ev": [-2.122, -3.737], "gap_ev": [4.211, 5.825], "charge": -1, "e_lumo_ev": [2.1, 2.1], "spin_multiplicity": 3, "elements": ["O", "C", "C", "H", "H", "C", "H", "H", "C", "H", "H", "H", "C", "H", "H", "H", "Ni", "C", "C", "C", "H", "C", "C", "H", "H", "H", "H", "C", "C", "C", "H", "C", "C", "H", "H", "H", "H", "O", "C", "C", "H", "H", "C", "H", "H", "C", "H", "H", "H", "H", "C", "C", "C", "C", "C", "C", "C", "S", "O", "O", "O", "H", "H", "H", "H", "H", "H", "H"], "coordinates": [[0.2605, -0.3957, -6.2317], [0.1499, 0.9210, -6.8706], [-0.0359, 0.3324, -8.2746], [1.0719, 1.5028, -6.7316], [-0.7182, 1.4784, -6.4951], [0.1235, -1.0274, -7.5416], [0.7680, 0.5630, -8.9775], [-1.0234, 0.4863, -8.7156], [1.3932, -1.7470, -7.9470], [2.2475, -1.0614, -7.9133], [1.2861, -2.1403, -8.9660], [1.5894, -2.5890, -7.2749], [-1.0947, -1.9261, -7.6286], [-2.0075, -1.3917, -7.3418], [-0.9759, -2.8026, -6.9808], [-1.2053, -2.2854, -8.6592], [-0.4966, -1.9066, 1.6757], [-1.9062, -1.3982, 2.8004], [-1.6437, 0.0490, 2.9999], [-1.6087, 0.6260, 1.6745], [-1.9898, 0.5697, 3.8820], [-2.0177, -0.3129, 0.7300], [-2.3044, -1.5763, 1.4052], [-2.9021, -2.3877, 0.9984], [-2.1997, -2.0387, 3.6263], [-1.4441, 1.6752, 1.4964], [-2.2993, -0.1041, -0.2943], [0.9045, -2.8561, 2.8814], [0.3820, -3.7492, 1.8971], [0.6354, -3.1718, 0.5969], [-0.0802, -4.7150, 2.0894], [1.3390, -1.9477, 0.8022], [1.5189, -1.7625, 2.2075], [2.1570, -0.9917, 2.6253], [0.9117, -3.0207, 3.9516], [0.4192, -3.6101, -0.3726], [1.7956, -1.3304, 0.0400], [0.2751, 0.0443, -1.1285], [-0.1544, -0.7325, -2.2568], [-0.4169, 0.2284, -3.4059], [-1.0375, -1.3347, -1.9854], [0.6571, -1.4292, -2.5204], [0.4244, 1.4690, -3.0484], [-1.4841, 0.4914, -3.4364], [-0.1102, -0.2147, -4.3529], [0.4643, 1.4154, -1.5208], [-0.0043, 2.3992, -3.4279], [1.4430, 1.3404, -3.4460], [-0.3566, 2.0104, -1.0825], [1.4182, 1.7607, -1.0936], [-0.2976, 2.4588, 9.3462], [0.1591, 2.4472, 7.9180], [1.2242, 1.6137, 7.5628], [1.5775, 1.4320, 6.2321], [0.8254, 2.0793, 5.2500], [-0.1178, 3.0604, 5.5844], [-0.4632, 3.2256, 6.9303], [0.9864, 1.5223, 3.5556], [2.3704, 1.1943, 3.3142], [0.1597, 0.2363, 3.6685], [0.3514, 2.5336, 2.7453], [-0.6523, 1.4746, 9.6702], [0.5315, 2.7287, 10.0050], [-1.1116, 3.1708, 9.4784], [1.7488, 1.0556, 8.3375], [2.3970, 0.7831, 5.9392], [-0.5600, 3.6478, 4.7804], [-1.2470, 3.9305, 7.2235]], "mulliken_spin": [0.000, 0.000, 0.000, 0.000, 0.000, 0.000, 0.000, 0.000, 0.000, 0.000, 0.000, 0.000, 0.000, 0.000, 0.000, 0.000, 1.050, -0.006, 0.329, 0.068, -0.018, 0.174, 0.040, 0.002, -0.002, 0.018, 0.011, 0.045, 0.066, 0.020, 0.006, 0.057, 0.038, 0.009, 0.005, 0.004, 0.002, -0.003, 0.005, 0.002, -0.004, 0.002, 0.001, 0.000, 0.000, 0.000, 0.000, 0.000, 0.001, -0.001, 0.000, 0.000, 0.000, -0.006, 0.003, 0.002, 0.000, 0.043, 0.010, 0.035, -0.007, 0.000, 0.000, 0.000, 0.000, 0.000, 0.000, 0.000]}

***

{"formula": "C9H24AsN3OTc", "method": "the ωB97M-V functional and the def2-TZVPD basis", "s_squared": 1.17, "e_homo_ev": [-24.764, -24.846], "gap_ev": [6.346, 7.033], "charge": 4, "e_lumo_ev": [-18.4, -17.8], "spin_multiplicity": 2, "elements": ["Tc", "C", "C", "N", "C", "C", "N", "C", "C", "N", "H", "H", "H", "H", "H", "H", "H", "H", "H", "H", "H", "H", "H", "H", "H", "C", "As", "C", "C", "O", "H", "H", "H", "H", "H", "H", "H", "H", "H"], "coordinates": [[0.3614, -0.3717, 0.0149], [2.1351, 2.1244, 0.1713], [2.9002, 0.9548, -0.4421], [2.4813, -0.3007, 0.2232], [3.0022, -0.4935, 1.6104], [1.8537, -1.0006, 2.4805], [0.6407, -0.2175, 2.1747], [0.6689, 1.1798, 2.6962], [0.1267, 2.1314, 1.6348], [0.6961, 1.7545, 0.3219], [2.5446, 2.4207, 1.1388], [2.2435, 3.0031, -0.4765], [2.6761, 0.8697, -1.5142], [3.9843, 1.1266, -0.3734], [2.8806, -1.0678, -0.3350], [3.8195, -1.2257, 1.6330], [3.4307, 0.4409, 1.9810], [1.6503, -2.0609, 2.2843], [2.1242, -0.9370, 3.5459], [-0.1459, -0.6897, 2.6389], [0.0549, 1.2822, 3.6005], [1.6896, 1.4361, 2.9906], [-0.9653, 2.0719, 1.5711], [0.3772, 3.1684, 1.9010], [0.1680, 2.2822, -0.3848], [-3.7623, 0.4137, -2.1684], [-2.6183, -1.1735, -1.9567], [-3.6800, -2.6001, -1.1196], [-1.6972, -1.7335, -3.5952], [-1.3251, -0.7115, -0.8424], [-4.5054, 0.1496, -2.9328], [-3.1891, 1.2832, -2.5073], [-4.2789, 0.6148, -1.2221], [-4.3871, -2.9192, -1.8979], [-4.2430, -2.2061, -0.2663], [-3.0609, -3.4523, -0.8180], [-2.4776, -2.0020, -4.3195], [-1.0792, -2.6220, -3.4150], [-1.0961, -0.9242, -4.0239]], "mulliken_spin": [1.045, 0.018, -0.003, -0.004, 0.000, 0.007, -0.043, -0.002, -0.020, -0.051, 0.001, -0.001, -0.007, -0.001, 0.001, -0.003, 0.001, 0.002, 0.000, 0.003, -0.001, 0.000, 0.003, 0.001, 0.006, -0.004, -0.004, 0.011, -0.003, 0.047, 0.000, 0.000, -0.001, 0.001, 0.000, -0.001, 0.000, 0.000, -0.001]}

***

{"formula": "C17H32BN6O5PS", "method": "the ωB97M-V functional and the def2-TZVPD basis", "e_homo_ev": -8.734, "gap_ev": 8.925, "charge": 0, "e_lumo_ev": 0.2, "elements": ["C", "O", "C", "C", "O", "C", "P", "O", "O", "S", "B", "C", "O", "H", "H", "H", "H", "H", "H", "H", "H", "H", "H", "H", "H", "H", "H", "C", "C", "N", "H", "H", "H", "C", "C", "N", "H", "H", "H", "C", "C", "N", "H", "H", "H", "C", "C", "N", "H", "H", "H", "C", "C", "N", "H", "H", "H", "C", "C", "N", "H", "H", "H"], "coordinates": [[2.2260, -2.9754, 1.3472], [1.1158, -3.8693, 0.9590], [0.3394, -3.3313, -0.1687], [-0.8270, -2.2309, 0.2917], [-0.1253, -0.9530, 0.4888], [-1.0303, 0.2037, 0.4086], [-0.1416, 1.6318, 1.3810], [-0.4803, 1.4154, 3.0758], [1.5879, 1.3511, 1.1350], [-0.5248, 3.4066, 0.6817], [-1.5776, -2.8273, 1.6299], [-3.1667, -3.3196, 1.4160], [-0.9781, -2.9815, 2.9756], [3.0094, -3.4644, 2.0655], [2.7674, -2.4969, 0.4097], [1.7194, -2.0799, 1.9531], [1.0446, -2.7628, -0.9229], [-0.2040, -4.1986, -0.7796], [-1.5886, -2.1985, -0.6231], [-2.0756, 0.0538, 0.9128], [-1.2451, 0.5269, -0.7200], [0.0545, 0.6082, 3.3653], [1.7448, 0.9600, 0.2234], [-3.5887, -3.7585, 2.4260], [-3.2321, -4.1349, 0.5482], [-3.7370, -2.3551, 1.0437], [-0.7292, -2.0916, 3.3789], [-0.4613, 0.3736, -4.2416], [-0.0820, -0.8602, -3.5330], [0.2176, -1.8351, -2.9732], [0.4148, 0.8991, -4.6360], [-1.1228, 0.1662, -5.0893], [-0.9884, 1.0724, -3.5833], [-4.0800, -1.7187, -2.8321], [-3.6435, -0.3125, -2.8460], [-3.2987, 0.7986, -2.8569], [-3.2433, -2.4001, -2.6453], [-4.8272, -1.9027, -2.0529], [-4.5293, -2.0123, -3.7868], [4.1470, 0.3928, 4.2845], [2.6999, 0.1269, 4.2264], [1.5565, -0.0833, 4.1804], [4.3784, 1.2266, 4.9559], [4.7041, -0.4778, 4.6462], [4.5511, 0.6491, 3.2994], [2.1070, 5.5129, -0.5340], [3.2235, 5.7963, -1.4512], [4.1056, 6.0204, -2.1759], [2.4387, 4.9507, 0.3454], [1.6377, 6.4334, -0.1712], [1.3244, 4.9207, -1.0202], [-4.4809, -5.5304, -3.8314], [-4.3170, -4.9354, -2.4945], [-4.1875, -4.4652, -1.4382], [-5.5373, -5.6538, -4.0925], [-4.0259, -4.9085, -4.6096], [-4.0146, -6.5194, -3.8939], [4.6369, 7.7784, 2.0104], [3.1898, 7.5125, 1.9522], [2.0465, 7.3023, 1.9063], [4.8683, 8.6122, 2.6817], [5.1940, 6.9078, 2.3720], [5.0410, 8.0347, 1.0252]], "lowdin_charge": [-0.104, -0.242, -0.149, -0.216, -0.255, -0.262, 0.367, -0.283, -0.311, 0.256, -0.330, -0.064, 0.028, 0.101, 0.105, 0.088, 0.096, 0.150, 0.140, 0.126, 0.110, -0.011, 0.078, 0.077, 0.036, 0.077, 0.107, -0.084, -0.240, 0.156, 0.083, 0.083, 0.048, -0.090, -0.246, 0.141, 0.051, 0.079, 0.081, -0.050, -0.193, 0.160, 0.087, 0.086, 0.087, -0.129, -0.275, 0.101, 0.069, 0.047, 0.039, -0.059, -0.232, 0.160, 0.086, 0.082, 0.086, -0.068, -0.248, 0.139, 0.081, 0.082, 0.083]}

***

{"formula": "C12H14Cl12F12MgNaO12S4", "method": "the ωB97M-V functional and the def2-TZVPD basis", "s_squared": 0.76, "e_homo_ev": [-10.255, -10.237], "gap_ev": [9.050, 3.382], "charge": 0, "e_lumo_ev": [-1.2, -6.9], "spin_multiplicity": 2, "elements": ["Na", "Mg", "C", "F", "F", "F", "S", "O", "O", "O", "C", "F", "F", "F", "S", "O", "O", "O", "C", "F", "F", "F", "S", "O", "O", "O", "C", "F", "F", "F", "S", "O", "O", "O", "Cl", "C", "C", "Cl", "H", "H", "H", "H", "Cl", "C", "C", "Cl", "H", "H", "H", "H", "Cl", "C", "C", "Cl", "H", "H", "H", "H", "C", "Cl", "Cl", "Cl", "H", "C", "Cl", "Cl", "Cl", "H"], "coordinates": [[2.2562, 1.1227, -3.5066], [-2.0180, 0.2594, -1.6539], [0.3889, -3.4977, -2.6159], [-0.6795, -4.2120, -2.3956], [1.0010, -3.2649, -1.4392], [1.2957, -4.0819, -3.3989], [-0.1959, -1.7939, -3.3971], [-0.8170, -2.2118, -4.6789], [-1.2380, -1.1756, -2.5538], [0.9052, -0.8492, -3.5529], [1.5459, -0.0443, 0.8791], [0.7129, -0.4328, 1.8719], [2.7372, 0.4483, 1.3501], [1.8022, -1.1263, 0.1545], [0.5784, 1.2635, -0.0943], [1.2652, 1.3647, -1.4106], [-0.7269, 0.6506, -0.4172], [0.6678, 2.4724, 0.7318], [-4.0951, -1.8170, 1.8714], [-5.2674, -2.5531, 2.0788], [-4.3517, -0.5183, 2.0142], [-3.2502, -1.9901, 2.8862], [-3.3133, -2.2386, 0.0862], [-2.3049, -3.2632, 0.1692], [-4.3636, -2.7275, -0.7883], [-2.8515, -0.9143, -0.4288], [-2.0874, 3.0554, -5.1508], [-2.2668, 3.8895, -4.1917], [-3.2332, 2.6018, -5.5554], [-1.3455, 3.6078, -6.1017], [-0.9918, 1.6955, -4.3694], [-1.4593, 1.5190, -2.9701], [-1.1843, 0.5166, -5.2561], [0.3844, 2.2339, -4.4095], [1.3894, -5.0176, 1.7357], [0.0522, -3.8683, 1.9921], [0.2144, -3.0332, 3.2479], [-0.2618, -3.9125, 4.7377], [-0.8343, -4.4978, 1.9144], [0.0821, -3.2404, 1.1017], [-0.5284, -2.2396, 3.1675], [1.1719, -2.5437, 3.4262], [5.1871, -5.1490, 1.7976], [5.5022, -3.7339, 0.6759], [4.3858, -2.6652, 0.8531], [4.3204, -2.0496, 2.5242], [5.5086, -4.1366, -0.3369], [6.3925, -3.1698, 0.9539], [3.4371, -3.1723, 0.6776], [4.4895, -1.8356, 0.1537], [-3.1357, 2.1008, -0.6310], [-3.4848, 3.5652, 0.3757], [-4.8677, 3.3895, 1.0379], [-5.2595, 4.9470, 1.9024], [-3.3887, 4.4785, -0.2115], [-2.7211, 3.5592, 1.1534], [-4.8850, 2.5730, 1.7598], [-5.6814, 3.2076, 0.3358], [0.7700, 4.1508, 3.4702], [1.8056, 5.4510, 2.9896], [-0.1978, 4.5709, 4.9242], [1.8846, 2.8090, 3.7860], [0.1841, 3.9788, 2.5673], [4.1622, 3.4242, 0.9346], [5.1816, 2.4483, -0.1448], [2.9791, 4.1745, -0.1486], [5.0674, 4.6157, 1.8796], [3.5787, 2.8325, 1.6400]], "mulliken_spin": [0.001, 0.000, -0.013, -0.001, 0.000, -0.001, -0.065, 0.613, 0.214, 0.236, 0.000, 0.000, 0.000, -0.004, -0.007, 0.010, 0.007, 0.005, 0.000, 0.000, 0.000, 0.000, 0.003, 0.001, 0.002, 0.006, 0.000, 0.000, 0.000, 0.000, -0.002, -0.003, -0.002, 0.000, 0.000, 0.000, 0.000, 0.000, 0.000, 0.000, 0.000, 0.000, 0.000, 0.000, 0.000, 0.000, 0.000, 0.000, 0.000, 0.000, -0.001, 0.000, 0.000, 0.000, 0.000, 0.000, 0.000, 0.000, 0.000, 0.000, 0.000, 0.000, 0.000, 0.000, 0.000, 0.000, 0.000, 0.000]}

***

{"formula": "C2H8N2O", "method": "the ωB97M-V functional and the def2-TZVPD basis", "s_squared": 0.78, "e_homo_ev": [-15.231, -15.211], "gap_ev": [11.276, 5.917], "charge": 1, "e_lumo_ev": [-4.0, -9.3], "spin_multiplicity": 2, "elements": ["N", "H", "H", "H", "C", "N", "C", "O", "H", "H", "H", "H", "H"], "coordinates": [[-0.2674, -1.1394, -2.2746], [-1.1916, -0.8394, -2.5825], [-0.3025, -2.1541, -2.2948], [0.3448, -0.9036, -3.0531], [0.3777, -0.6762, 1.6261], [0.2356, 0.2548, 0.6663], [-0.0222, 1.6418, 0.9832], [0.3597, -0.4132, 2.8254], [0.5618, -1.6909, 1.2503], [0.2223, -0.0972, -0.2986], [-0.7877, 1.7048, 1.7615], [-0.3945, 2.1263, 0.0831], [0.8642, 2.1865, 1.3077]], "mulliken_spin": [0.002, 0.000, 0.000, 0.000, -0.155, 0.639, 0.019, 0.453, -0.003, -0.031, 0.033, 0.001, 0.041]}

***

| no. | DFT total energy (Ha) | largest force on an atom (Eh/bohr) |
| --- | --- | --- |
| 1 | -780.760575 | 0.148 |
| 2 | -3294.280545 | 0.065 |
| 3 | -2911.630986 | 0.105 |
| 4 | -2136.003657 | 0.081 |
| 5 | -10044.445390 | 0.081 |
| 6 | -265.420390 | 0.040 |